A molecular structure, C26H18Cl48N2O5 in a non-equilibrium geometry, computed with ωB97M-V with the def2-TZVPD basis set.

Last column: Löwdin charge in e.
Element x y z (Å)
1 C -2.976 -2.567 1.035  -0.059
2 C -2.489 -1.130 0.452  -0.406
3 O -3.360 -0.691 -0.639  -0.134
4 C -2.527 -0.082 1.665  -0.117
5 C -1.194 0.772 1.885  -0.046
6 C 0.249 0.159 2.011  -0.101
7 C 0.499 -1.410 1.918  -0.151
8 C 1.377 -1.998 3.157  -0.166
9 C 0.581 -1.841 4.540  -0.239
10 O 1.341 -0.884 5.347  -0.110
11 C 1.446 1.165 2.238  -0.241
12 N 2.847 0.726 2.345  0.067
13 C 1.230 2.717 2.382  0.003
14 C -0.181 3.322 2.255  -0.007
15 C -1.332 2.300 2.027  0.007
16 C -2.587 3.266 2.002  -0.276
17 O -3.814 3.062 1.823  0.052
18 N -2.151 4.634 2.298  -0.068
19 O -2.890 5.667 1.818  0.031
20 C -0.687 4.825 2.326  -0.253
21 O -0.023 5.886 2.385  0.043
22 H -2.956 -2.622 2.178  0.051
23 H -2.293 -3.424 0.670  0.042
24 H -4.067 -2.784 0.725  0.093
25 H -1.460 -1.312 0.007  0.070
26 H -4.282 -0.969 -0.456  0.095
27 H -2.827 -0.543 2.675  0.028
28 H -3.368 0.675 1.420  0.126
29 H 1.032 -1.639 0.914  0.118
30 H -0.474 -2.033 1.931  0.107
31 H 2.450 -1.618 3.171  0.104
32 H 1.447 -3.134 2.945  0.070
33 H -0.485 -1.458 4.351  0.082
34 H 0.538 -2.885 5.033  0.123
35 H 0.940 -0.839 6.242  0.071
36 H 3.058 -0.016 1.665  0.068
37 H 3.437 1.542 2.116  0.064
38 H 2.104 3.459 2.584  -0.072
39 H -3.214 5.409 0.925  0.127
40 C 0.701 0.996 -2.107  -1.948
41 Cl 0.449 2.642 -2.723  0.499
42 Cl 1.622 1.075 -0.589  0.635
43 Cl -0.868 0.234 -1.816  0.612
44 Cl 1.609 0.045 -3.305  0.503
45 C -2.306 1.179 -5.644  -1.995
46 Cl -3.235 0.736 -7.092  0.529
47 Cl -3.297 0.900 -4.197  0.522
48 Cl -0.834 0.184 -5.556  0.485
49 Cl -1.857 2.895 -5.731  0.475
50 C -1.569 6.174 -3.307  -2.008
51 Cl 0.018 5.746 -3.989  0.458
52 Cl -1.339 7.208 -1.880  0.528
53 Cl -2.520 7.048 -4.526  0.529
54 Cl -2.432 4.696 -2.831  0.489
55 C 3.652 -6.178 2.718  -2.003
56 Cl 5.219 -6.592 1.991  0.527
57 Cl 3.909 -5.097 4.105  0.525
58 Cl 2.636 -5.359 1.510  0.461
59 Cl 2.841 -7.661 3.264  0.527
60 C 6.862 1.817 -0.394  -2.012
61 Cl 8.550 2.346 -0.551  0.520
62 Cl 6.812 0.282 0.498  0.515
63 Cl 5.935 3.063 0.479  0.462
64 Cl 6.162 1.586 -2.010  0.521
65 C -0.513 -5.697 -1.713  -1.992
66 Cl -0.361 -4.371 -2.885  0.526
67 Cl 0.698 -5.493 -0.427  0.463
68 Cl -2.144 -5.675 -0.998  0.521
69 Cl -0.246 -7.251 -2.536  0.512
70 C 3.518 6.586 2.792  -1.956
71 Cl 3.250 4.875 2.383  0.599
72 Cl 2.952 7.608 1.455  0.506
73 Cl 2.588 6.972 4.254  0.555
74 Cl 5.244 6.885 3.091  0.526
75 C -3.265 -1.277 6.124  -2.004
76 Cl -3.108 0.047 4.951  0.586
77 Cl -2.051 -1.079 7.406  0.532
78 Cl -4.891 -1.246 6.839  0.532
79 Cl -3.009 -2.831 5.301  0.530
80 C -3.407 -7.944 -5.430  -1.978
81 Cl -1.839 -8.346 -6.163  0.525
82 Cl -3.138 -6.870 -4.023  0.433
83 Cl -4.421 -7.104 -6.623  0.531
84 Cl -4.214 -9.446 -4.939  0.496
85 C -6.150 -9.126 -1.413  -2.000
86 Cl -6.747 -10.503 -2.365  0.514
87 Cl -7.522 -8.116 -0.908  0.518
88 Cl -5.296 -9.726 0.025  0.518
89 Cl -5.035 -8.161 -2.404  0.436
90 C 2.031 3.974 -7.447  -2.007
91 Cl 3.624 3.553 -8.113  0.521
92 Cl 2.245 5.010 -6.018  0.488
93 Cl 1.087 4.845 -8.675  0.525
94 Cl 1.173 2.491 -6.982  0.485
95 C 5.857 6.739 -1.044  -1.990
96 Cl 6.345 6.654 -2.750  0.523
97 Cl 7.085 5.910 -0.058  0.480
98 Cl 5.758 8.441 -0.541  0.512
99 Cl 4.246 6.001 -0.849  0.478

Output
HOMO-LUMO gap in eV: 7.6
Molar mass in g mol⁻¹: 2140.183
Maximum force in eV/Å: 4.9
Energy in Ha: -23576.0289